Entry from OMol25: a 2-piece molecular cluster, C10H17BrF3N3O2 overall in a non-equilibrium geometry (wB97M-V/def2-TZVPD).

## Properties
HOMO energy = -0.264 Eh
DFT total energy = -97404.535 eV

The geometry in ORCA input format:
```
! wB97M-V def2-TZVPD RIJCOSX def2/J DEFGRID3
* xyz 0 1
Br 3.55853 0.61269 -2.55862
F 0.86966 3.44760 1.69554
F -0.58802 2.66623 3.08718
F 1.07102 1.43428 2.45109
O -1.14110 2.80887 -0.07141
O -1.54993 0.90749 1.16638
N 0.54405 -2.97106 -0.54624
N 0.02456 -3.42423 1.43643
N -1.44748 -1.88209 0.31063
C 0.15784 2.34042 2.02223
C -2.30594 3.51107 0.31303
C 1.41527 -1.06697 -1.81501
C 2.24861 -0.76219 -3.05696
C -2.07838 4.62242 1.32856
C 1.17562 -4.10888 1.16409
C -0.37314 -2.70156 0.37152
C 1.52810 -3.83957 -0.11052
C -0.62759 1.77439 0.80385
C 0.61766 -2.40168 -1.91302
H -2.92352 5.31576 1.32056
H -3.09964 2.83180 0.63717
H 1.06823 -3.13483 -2.57920
H 0.20473 1.38308 0.17192
H 2.82861 -1.61543 -3.40814
H -1.99883 4.23254 2.33991
H 2.37645 -4.16574 -0.68337
H -0.45529 -3.45122 2.32362
H -1.16511 5.17457 1.10526
H 0.72971 -0.26309 -1.53695
H -0.41186 -2.17276 -2.19323
H 1.62783 -0.39651 -3.87518
H -1.83720 -1.81058 -0.62027
H -1.21441 -0.93525 0.66268
H 2.12032 -1.20032 -0.98711
H 1.71478 -4.73788 1.85275
H -2.66415 3.97861 -0.60915
*
```

Entry from OMol25: one molecule with the formula C3H3N3 in a non-equilibrium geometry (wB97M-V/def2-TZVPD).

## Properties
energy relative to the best compared isomer or geometry (same formula, charge and spin) = 65.0 kcal per mole
HOMO energy = -0.378 Eh
DFT total energy = -7626.732 eV
SMILES string = N=C1N=CC=N1

The geometry in ORCA input format:
```
! wB97M-V def2-TZVPD RIJCOSX def2/J DEFGRID3
* xyz 0 1
N -2.15281 0.50362 0.71252
N -0.09027 1.22960 -0.38760
N -0.23680 -0.85099 0.37375
C 0.93221 -0.84774 -0.22774
C 0.99800 0.64712 -0.52973
C -1.03624 0.34133 0.14786
H -2.26597 -0.46826 0.90633
H 1.80155 -1.72515 -0.22946
H 2.05032 1.17049 -0.76593
*
```

Entry from OMol25: a 2-piece molecular cluster, C6H12O2 overall in a non-equilibrium geometry (wB97M-V/def2-TZVPD).

## Properties
energy relative to the best compared isomer or geometry (same formula, charge and spin) = 78.1 kcal per mole
HOMO energy = -0.325 Eh
DFT total energy = -10508.922 eV
SMILES string = CC(=O)CO.C=CC

The geometry in ORCA input format:
```
! wB97M-V def2-TZVPD RIJCOSX def2/J DEFGRID3
* xyz 0 1
O -1.08790 -1.92942 -0.45917
O -1.22203 1.81011 -0.03387
C 1.14228 -0.93528 1.82038
C -0.96458 -0.29191 -2.23082
C -0.85237 -0.78279 -0.81233
C 1.21138 -0.14380 0.55642
C -1.47785 0.47354 0.26201
C 1.84988 1.02622 0.37763
H -0.36236 -0.93317 -2.87950
H -1.34080 0.22047 1.31625
H 2.08323 -1.45663 2.01260
H 0.34888 -1.68398 1.75068
H -0.30202 1.99717 0.23934
H 2.24375 1.56720 1.23144
H -2.00775 -0.34606 -2.54763
H -0.61163 0.73691 -2.30584
H -2.53000 0.28643 0.04231
H 0.93253 -0.28209 2.67131
H 2.03577 1.43076 -0.61074
H 0.91160 -0.76370 -0.40049
*
```

Entry from OMol25: one molecule with the formula C4H13N3 in a non-equilibrium geometry (wB97M-V/def2-TZVPD).

## Properties
energy relative to the best compared isomer or geometry (same formula, charge and spin) = 44.3 kcal per mole
HOMO energy = -0.310 Eh
DFT total energy = -8827.493 eV
SMILES string = C[C@@H](N)CNCN

The geometry in ORCA input format:
```
! wB97M-V def2-TZVPD RIJCOSX def2/J DEFGRID3
* xyz 0 1
N 0.89871 1.96616 1.57391
N -1.40195 -0.40434 -0.36358
N -0.07436 -2.09786 -1.57762
C -0.83965 0.81629 0.18583
C 1.48484 -0.13674 0.64331
C -0.74692 -0.81647 -1.62969
C 0.29024 0.74393 1.19446
H -0.06824 -0.13467 -2.16876
H -1.65210 -1.00411 -2.25734
H 0.46818 -2.34209 -0.76942
H 1.52500 -0.01957 -0.43353
H 1.34730 -1.20062 0.95250
H -0.09358 0.10255 2.05250
H 2.37348 0.19079 1.14846
H 1.83102 1.97625 1.93835
H 0.33398 -2.39412 -2.44750
H -1.38920 -1.20103 0.26271
H -0.81455 1.57566 -0.62450
H 0.50073 2.88678 1.57074
H -1.64901 1.43694 0.72184
*
```